# 1
Density functional theory data (ωB97M-V with the def2-TZVPD basis set) for a single C3H3FO2 molecule in a non-equilibrium geometry.

Structure (XYZ):
```
9
Properties=species:S:1:pos:R:3
O -2.5376 0.9585 0.0331
C -1.3296 1.0001 0.1460
C -0.6305 -0.2420 0.0848
F -1.3366 -1.3580 0.0157
C 0.8755 -0.2512 0.0137
O 1.6564 -1.2954 0.0974
H -0.6140 1.8225 0.2411
H 1.4339 0.6322 -0.1807
H 2.4825 -1.2665 -0.4510
```

Output
Multiplicity   1
Orbital gap   9.1 eV
E_LUMO   0.050 eV
SMILES   O=C/C(F)=C/O
Energy above the lowest of the compared OMol25 structures with the same formula, charge and spin   186.7 kJ/mol

***

# 2
Density functional theory data (ωB97M-V with the def2-TZVPD basis set) for C63H61BCrN12P as an isolated structure.

Structure (XYZ):
```
139
Properties=species:S:1:pos:R:3
Cr -0.2102 -0.1734 -0.0109
C -1.8509 2.4724 1.8788
C -2.4945 1.1474 1.6272
C -3.7669 0.7706 2.0340
C -3.9917 -0.4904 1.4941
C -5.2026 -1.3520 1.6101
N -2.9040 -0.8309 0.7966
N -1.9715 0.1593 0.8682
B -2.6189 -2.0709 -0.0778
N -1.3803 -2.7699 0.5144
N -0.2460 -2.0469 0.7107
C 0.6311 -2.8451 1.3410
C 1.9550 -2.4072 1.8783
C 0.0470 -4.0946 1.5334
C -1.2236 -4.0136 0.9874
C -2.2834 -5.0611 0.9264
N -2.2492 -1.5769 -1.4931
N -1.1437 -0.7984 -1.6582
C -0.9927 -0.5902 -2.9820
C 0.1686 0.1052 -3.6121
C -2.0196 -1.2370 -3.6566
C -2.8023 -1.8427 -2.6810
C -4.0306 -2.6688 -2.8532
H -2.5925 3.1489 2.3003
H -1.4729 2.9114 0.9564
H -1.0221 2.4037 2.5854
H -4.4438 1.3407 2.6509
H -6.0184 -0.7775 2.0422
H -5.0109 -2.2121 2.2554
H -5.5160 -1.7283 0.6363
H -3.5570 -2.8043 -0.1065
H 2.2477 -1.4252 1.5214
H 2.7261 -3.1275 1.6057
H 1.9116 -2.3751 2.9699
H 0.4981 -4.9549 2.0026
H -1.9964 -5.9055 1.5481
H -2.4227 -5.4210 -0.0956
H -3.2413 -4.6768 1.2780
H 0.8037 0.5998 -2.8848
H -0.1842 0.8412 -4.3347
H 0.7756 -0.6216 -4.1580
H -2.1825 -1.2559 -4.7231
H -4.1634 -2.9087 -3.9055
H -4.9167 -2.1297 -2.5107
H -3.9651 -3.5979 -2.2868
C 1.8161 4.7694 -1.3014
N 0.8225 3.6971 -1.2878
C 0.9381 2.4931 -0.6912
N -0.1620 1.7681 -0.8707
C -1.0193 2.5394 -1.6596
C -0.4017 3.7548 -1.8944
C -0.9166 4.9517 -2.5855
C -0.2486 5.4969 -3.6803
C -0.7780 6.5957 -4.3414
C -1.9724 7.1567 -3.9107
C -2.6376 6.6221 -2.8149
C -2.1127 5.5229 -2.1530
C -2.3235 2.1799 -2.2856
C -3.4261 1.6873 -1.5930
C -4.6169 1.4132 -2.2536
C -4.7388 1.6482 -3.6143
C -3.6582 2.1705 -4.3124
C -2.4678 2.4315 -3.6557
P 2.4750 1.9380 0.0926
C 2.6261 0.3440 -0.7627
N 1.6993 -0.6115 -0.8340
C 2.3130 -1.7127 -1.4416
C 3.6035 -1.3453 -1.7757
N 3.7779 -0.0642 -1.3282
C 5.0121 0.7087 -1.4567
C 4.6308 -2.1009 -2.5166
C 5.8799 -2.3623 -1.9560
C 6.8094 -3.1213 -2.6518
C 6.4989 -3.6185 -3.9102
C 5.2588 -3.3534 -4.4767
C 4.3269 -2.5970 -3.7835
C 1.8260 -3.1093 -1.6376
C 2.6729 -4.1400 -1.2111
C 2.3401 -5.4701 -1.4012
C 1.1474 -5.8066 -2.0266
C 0.3089 -4.7977 -2.4735
C 0.6477 -3.4635 -2.2887
C 1.7544 1.3281 1.6421
N 0.6708 0.5659 1.7697
C 0.3966 0.4867 3.1364
C 1.3916 1.1748 3.8065
N 2.2240 1.6935 2.8507
C 3.3991 2.5197 3.1227
C 1.6272 1.3127 5.2562
C 1.6811 2.5656 5.8641
C 1.8559 2.6657 7.2365
C 1.9813 1.5175 8.0068
C 1.9373 0.2669 7.4044
C 1.7614 0.1633 6.0331
C -0.8051 -0.0516 3.8351
C -1.4892 0.8280 4.6841
C -2.5965 0.4149 5.4048
C -3.0562 -0.8897 5.2893
C -2.3874 -1.7723 4.4555
C -1.2701 -1.3604 3.7411
H 2.4254 4.7229 -0.4050
H 1.3030 5.7259 -1.3355
H 2.4616 4.6894 -2.1748
H 0.6776 5.0503 -4.0279
H -0.2614 7.0087 -5.1990
H -2.3841 8.0146 -4.4281
H -3.5667 7.0621 -2.4743
H -2.6295 5.0954 -1.3010
H -3.3806 1.5525 -0.5268
H -5.4625 1.0361 -1.6876
H -5.6716 1.4450 -4.1277
H -3.7414 2.3812 -5.3721
H -1.6349 2.8377 -4.2164
H 5.5397 0.3846 -2.3487
H 5.6587 0.5535 -0.5942
H 4.7825 1.7657 -1.5418
H 6.1187 -1.9889 -0.9652
H 7.7740 -3.3320 -2.2067
H 7.2260 -4.2111 -4.4517
H 5.0172 -3.7360 -5.4606
H 3.3539 -2.3922 -4.2157
H 3.6107 -3.8964 -0.7271
H 3.0192 -6.2444 -1.0643
H 0.8865 -6.8477 -2.1777
H -0.6106 -5.0438 -2.9943
H 0.0058 -2.7051 -2.6971
H 3.8138 2.2359 4.0853
H 3.1313 3.5746 3.1558
H 4.1482 2.3683 2.3525
H 1.5683 3.4642 5.2657
H 1.8850 3.6415 7.7058
H 2.1159 1.5977 9.0786
H 2.0410 -0.6296 8.0031
H 1.7193 -0.8093 5.5558
H -1.1613 1.8564 4.7718
H -3.0974 1.1152 6.0630
H -3.9225 -1.2136 5.8545
H -2.7224 -2.8005 4.3669
H -0.7399 -2.0812 3.1460
```

Output
Multiplicity   2
Net charge   +2
Orbital gap (alpha / beta)   6.7 / 7.1 eV
E_LUMO (alpha / beta)   -5.885 / -5.415 eV

***

# 3
Density functional theory data (ωB97M-V with the def2-TZVPD basis set) for a 6-piece molecular cluster, C56H72N10O17PS2 overall in a non-equilibrium geometry.

Structure (XYZ):
```
158
Properties=species:S:1:pos:R:3
C -3.3083 -3.4015 3.1660
N -3.2974 -3.8371 1.7834
C -3.2180 -2.7158 0.8700
C -1.8655 -1.9734 0.8627
N -2.0837 -0.6859 1.5864
C -0.8526 0.1034 1.8630
P -1.3385 1.8402 2.4895
N -0.3160 1.8203 3.8527
O -2.8600 1.5928 3.1527
C 0.1186 0.1087 0.6640
C 0.7245 1.4994 0.5089
C 1.9457 1.6761 -0.3656
O 2.0427 3.0797 -0.6030
C 3.1027 3.6928 0.0330
C 4.3772 3.7105 -0.7170
O 2.9460 4.1618 1.1413
C 1.2351 -0.9169 0.9633
C 2.1181 -0.5813 2.1524
C 3.6920 -0.7205 2.0077
O 2.6238 -1.6759 2.6945
C -0.5659 -0.3642 -0.6864
N -1.2745 0.7397 -1.3633
C -0.6734 1.3166 -2.5548
C -0.2366 0.4235 -3.6653
O -0.5958 2.5225 -2.6159
C -2.7009 0.6708 -1.4767
C -3.5099 1.4615 -0.5030
O -3.2418 0.0537 -2.3715
C -1.3931 -1.6814 -0.5596
C -0.6534 -2.9532 -0.9863
C -0.4026 -3.0957 -2.4859
C 0.8540 -3.9033 -2.7959
S 1.8659 -3.1052 -4.0603
C 3.4364 -3.7145 -3.4396
S 3.8167 -5.2784 -3.5737
N 4.1452 -2.7321 -2.8167
C 4.4427 -1.5883 -3.6845
C 4.7644 -0.3844 -2.8065
O 5.0892 -0.7964 -1.5053
C 6.0326 -1.8472 -1.5864
C 5.3420 -3.1279 -2.0826
H -2.4402 -2.7913 3.4571
H -3.2852 -4.2655 3.8105
H -4.2164 -2.8637 3.4048
H -2.5255 -4.4733 1.6412
H -3.4376 -3.0940 -0.1181
H -4.0111 -2.0348 1.1679
H -1.1663 -2.5846 1.4117
H -2.7922 -0.1353 1.0967
H -2.4879 -0.9334 2.4894
H -0.3835 -0.3847 2.7087
H -0.2100 0.8853 4.2395
H -0.7863 2.3510 4.5805
H -3.2189 0.7028 3.1832
H 1.0456 1.8618 1.4803
H -0.0269 2.1965 0.1764
H 2.8126 1.3461 0.1991
H 1.9436 1.1220 -1.2992
H 4.1905 3.5825 -1.7721
H 4.9246 4.6202 -0.5413
H 5.0050 2.8899 -0.3979
H 1.8726 -1.1003 0.1078
H 0.8206 -1.8580 1.2964
H 1.8094 0.2544 2.7629
H 3.6174 -0.8330 0.9021
H 4.5338 -1.4023 2.0727
H 0.2887 -0.6055 -1.3013
H 0.5703 -0.2355 -3.3726
H -1.0813 -0.1350 -4.0444
H 0.1369 1.0643 -4.4467
H -3.0380 1.5933 0.4610
H -4.4407 0.9326 -0.3533
H -3.6939 2.4383 -0.9246
H -2.2874 -1.6803 -1.1676
H -1.3254 -3.7668 -0.7304
H 0.2362 -3.1058 -0.3914
H -0.4124 -2.1474 -2.9987
H -1.2381 -3.6565 -2.8805
H 1.4640 -4.0419 -1.9161
H 0.5996 -4.8957 -3.1350
H 5.2634 -1.8594 -4.3446
H 3.5916 -1.3551 -4.3042
H 3.8799 0.2279 -2.7190
H 5.5782 0.1876 -3.2431
H 6.4879 -1.9836 -0.6253
H 6.8012 -1.5622 -2.2992
H 5.0692 -3.7316 -1.2331
H 6.0422 -3.6634 -2.7129
C -7.6308 0.1100 6.1862
C -7.2821 -1.0100 5.4415
C -6.1511 -1.7375 5.7708
C -5.3879 -1.3253 6.8484
C -5.7145 -0.2146 7.6019
C -6.8472 0.5066 7.2619
N -4.1867 -2.1002 7.2066
O -3.9049 -3.0463 6.4971
O -3.5421 -1.7425 8.1642
H -8.5172 0.6733 5.9296
H -7.8928 -1.3218 4.6060
H -5.8760 -2.6125 5.2013
H -5.0985 0.0823 8.4367
H -7.1200 1.3779 7.8395
C -7.4402 -6.5052 -1.3713
C -7.3445 -5.1425 -1.6222
C -7.1340 -4.2579 -0.5786
C -7.0204 -4.7630 0.7027
C -7.1175 -6.1131 0.9773
C -7.3301 -6.9880 -0.0742
N -6.7794 -3.8331 1.8128
O -6.7068 -2.6447 1.5590
O -6.6542 -4.2924 2.9255
H -7.6027 -7.1929 -2.1895
H -7.4355 -4.7683 -2.6317
H -7.0631 -3.1965 -0.7591
H -7.0292 -6.4753 1.9897
H -7.4091 -8.0478 0.1194
C 12.3815 0.9980 -2.5112
C 12.6316 -0.2760 -3.0033
C 11.8024 -1.3292 -2.6584
C 10.7314 -1.0791 -1.8226
C 10.4657 0.1786 -1.3162
C 11.3026 1.2237 -1.6671
N 9.8357 -2.1899 -1.4703
O 10.0849 -3.2867 -1.9158
O 8.8781 -1.9420 -0.7617
H 13.0294 1.8183 -2.7872
H 13.4725 -0.4499 -3.6589
H 11.9850 -2.3242 -3.0333
H 9.6227 0.3407 -0.6627
H 11.1106 2.2152 -1.2835
C -5.7194 4.3910 0.8068
C -5.5531 3.5502 1.8989
C -6.5378 3.4695 2.8682
C -7.6754 4.2359 2.7198
C -7.8593 5.0851 1.6469
C -6.8670 5.1615 0.6821
N -8.7337 4.1329 3.7424
O -8.5318 3.3899 4.6796
O -9.7348 4.7899 3.5791
H -4.9494 4.4506 0.0489
H -4.6558 2.9558 1.9986
H -6.4244 2.8222 3.7242
H -8.7595 5.6741 1.5643
H -6.9931 5.8186 -0.1661
C 3.2433 7.5248 -5.3148
C 4.3221 7.2569 -6.1466
C 5.4256 6.5785 -5.6575
C 5.4224 6.1775 -4.3360
C 4.3631 6.4381 -3.4885
C 3.2657 7.1188 -3.9873
N 6.5866 5.4400 -3.8180
O 7.5113 5.2447 -4.5728
O 6.5517 5.0628 -2.6632
H 2.3828 8.0524 -5.7021
H 4.3047 7.5758 -7.1787
H 6.2712 6.3651 -6.2926
H 4.3933 6.1190 -2.4589
H 2.4278 7.3318 -3.3391
```

Output
Multiplicity   1
Net charge   +1
Orbital gap   7.6 eV
E_LUMO   -2.656 eV
Energy above the lowest of the compared OMol25 structures with the same formula, charge and spin   0.0 kJ/mol

***

Record-wise energy values, in eV: -9969.626; -122585.181; -139882.576